# 1
19
Properties=species:S:1:pos:R:3:nbo_charge:R:1 method="wB97M-V/def2-TZVPD" s_squared=0.759 homo_energy_ev="-11.868 / -11.817" charge=+1 gap_ev="8.4 / 3.2" spin_multiplicity=2 e_above_lowest_kj_mol=267.5
C -0.5225 -2.8164 1.9915 -0.63
C -0.7862 -1.4146 1.0353 -0.22
N -1.9815 -1.4996 0.2029 -0.90
H -1.4568 -3.2122 2.4895 0.22
H 0.2760 -2.8182 2.7254 0.22
H -0.2264 -3.5856 1.1458 0.20
H 0.0948 -1.3680 0.3783 0.14
H -0.6319 -0.6630 1.8121 0.20
H -2.5547 -0.7145 0.4632 0.38
H -2.4433 -2.4009 -0.0939 0.41
N 0.9017 1.3227 -1.9964 -0.44
C 0.7444 2.7405 -1.6636 -0.14
N 1.5487 3.0827 -0.5109 -0.55
H 0.4507 0.4579 -1.4914 0.44
H 1.7887 1.0198 -2.2522 0.39
H -0.3812 3.0248 -1.7220 0.27
H 1.3705 3.4022 -2.4138 0.25
H 1.3757 2.7383 0.4188 0.39
H 2.4333 2.7040 -0.5184 0.38

---

# 2
20
Properties=species:S:1:pos:R:3:nbo_charge:R:1 method="wB97M-V/def2-TZVPD" homo_energy_ev=-8.240 gap_ev=9.2 spin_multiplicity=1 e_above_lowest_kj_mol=339.9
C -0.4768 -0.5286 2.0899 0.46
N -0.0061 -1.7102 0.5767 -0.62
N -0.9962 -1.8133 -0.4710 -0.65
N 0.6077 0.2263 1.9360 -1.01
O -1.6968 -0.0100 1.7299 -0.71
H -1.5035 0.8202 1.2657 0.49
H 0.4488 -2.6149 0.6848 0.38
H -0.6288 -1.2423 2.9067 0.15
H -1.3243 -0.8660 -0.6394 0.35
H -1.7981 -2.2821 -0.0463 0.35
H 0.3511 1.5946 -0.1813 0.23
H 1.2137 0.2869 2.7443 0.37
C 1.0875 0.8312 -2.0760 -0.61
C 0.2660 1.8144 -1.2464 -0.63
H 0.6955 -0.1836 -1.9968 0.20
H 2.1238 0.8119 -1.7389 0.20
H 1.0770 1.1002 -3.1324 0.20
H -0.7856 1.7996 -1.5424 0.19
H 0.6294 2.8329 -1.3893 0.21
H 0.7156 -0.8672 0.5262 0.44

---

# 3
20
Properties=species:S:1:pos:R:3:nbo_charge:R:1 method="wB97M-V/def2-TZVPD" homo_energy_ev=-8.756 gap_ev=9.4 spin_multiplicity=1 smiles=NCCNCN.O e_above_lowest_kj_mol=146.7
N -0.2853 2.4615 1.4167 -0.86
C -0.1994 1.1237 1.8752 -0.23
C -0.0274 0.0947 0.6894 -0.21
N 0.8907 0.5739 -0.3058 -0.67
C 0.7217 -0.0938 -1.6237 -0.05
N 1.9982 -0.4694 -2.2116 -0.84
H 0.1808 3.1605 1.9563 0.37
H -1.1968 2.8144 1.2096 0.36
H 0.7992 0.9784 2.3104 0.19
H -0.9648 0.7213 2.5383 0.18
H -1.0314 -0.1415 0.2876 0.13
H 0.2717 -0.8479 1.1579 0.18
H 0.8009 1.5656 -0.4355 0.38
H 0.1727 -1.0255 -1.5394 0.17
H 0.1361 0.6238 -2.2061 0.16
H 2.7574 0.1254 -1.8770 0.36
H 2.2946 -1.3716 -1.8983 0.35
O -2.6802 -3.6892 -0.2094 -0.92
H -2.6962 -2.7249 -0.3367 0.46
H -1.9425 -3.8794 -0.7979 0.46

---

# 4
20
Properties=species:S:1:pos:R:3:nbo_charge:R:1 method="wB97M-V/def2-TZVPD" homo_energy_ev=-14.329 charge=+1 gap_ev=11.4 spin_multiplicity=1 smiles="C[N+](C)=P(C)(N)N" e_above_lowest_kj_mol=27.8
C 1.8365 -1.0997 0.0579 -0.39
N 0.9617 0.1160 0.3192 -0.74
C 1.4863 1.3841 -0.2380 -0.42
P -0.6583 0.0483 0.0383 2.11
C -1.1450 -1.6191 0.3012 -1.10
N -1.4854 0.6072 -1.3034 -1.17
N -1.3068 1.1937 1.0448 -1.14
H 1.4437 -1.9768 0.6950 0.22
H 1.7704 -1.2882 -0.9163 0.19
H 2.7529 -0.6773 0.4034 0.23
H 0.8221 2.0216 0.2920 0.22
H 2.4642 1.4183 0.1415 0.22
H 1.4651 1.3316 -1.2955 0.21
H -0.8567 -2.1370 1.2491 0.30
H -0.8674 -2.2940 -0.4788 0.28
H -2.2543 -1.8305 0.4249 0.31
H -2.0804 1.4021 -1.1152 0.42
H -1.7022 0.0755 -2.1322 0.43
H -0.8863 1.3610 1.9048 0.42
H -1.7601 1.9632 0.6074 0.41

---

# 5
21
Properties=species:S:1:pos:R:3:nbo_charge:R:1 method="wB97M-V/def2-TZVPD" homo_energy_ev=-7.863 gap_ev=7.9 spin_multiplicity=1 e_above_lowest_kj_mol=296.3
C -0.8683 -2.4223 0.3667 -0.43
C -1.0288 1.8266 1.8400 -0.40
C 2.2323 0.4391 -1.0180 -0.44
N -1.1913 -1.0694 0.6592 -1.00
N -0.9087 0.4693 -2.3241 -1.08
N 0.0407 1.3295 1.0098 -0.97
N 1.5798 -0.4350 -0.0184 -0.93
P -0.1065 -0.0480 0.0699 2.01
H -1.1043 -2.5606 -0.6856 0.18
H -1.4717 -3.0758 1.0086 0.21
H 0.1813 -2.8471 0.5376 0.15
H -1.4180 0.9977 2.6228 0.20
H -0.6715 2.7546 2.2239 0.21
H -1.8782 1.9040 1.2293 0.21
H 3.0184 0.8834 -0.4488 0.20
H 2.4937 -0.0041 -1.9764 0.22
H 1.4292 1.2612 -1.2393 0.22
H -1.2159 -0.5384 -2.5150 0.33
H -1.7579 0.9601 -2.2024 0.33
H 1.0262 1.5725 1.1097 0.42
H 1.6194 -1.3973 -0.2496 0.39

---

# 6
21
Properties=species:S:1:pos:R:3:nbo_charge:R:1 method="wB97M-V/def2-TZVPD" homo_energy_ev=-6.698 gap_ev=7.3 spin_multiplicity=1 e_above_lowest_kj_mol=393.0
C 0.3795 0.7953 0.2087 0.56
C 0.1889 -0.6333 0.2572 0.16
C -1.9059 -0.1890 -1.6341 -0.44
N -1.7265 -0.2487 -0.1977 -0.79
N 0.8906 1.3417 -0.9054 -0.79
N 0.1272 1.5063 1.3078 -0.78
N -0.1201 -1.2042 1.5321 -0.89
N 2.2827 -0.8184 0.1988 -1.21
H -2.0648 0.6183 0.2154 0.32
H 0.2529 -1.1946 -0.6591 0.21
H 1.1357 2.3200 -0.8922 0.38
H 1.6029 0.7228 -1.2956 0.45
H 0.3358 2.4848 1.3875 0.40
H -0.1939 0.9718 2.1062 0.44
H 0.6033 -1.8534 1.8082 0.39
H -1.0275 -1.6523 1.4700 0.40
H 2.7124 -0.5585 1.0892 0.32
H 2.4237 -1.8276 0.1301 0.33
H -1.5729 -1.1294 -2.0866 0.18
H -1.3584 0.6257 -2.1417 0.16
H -2.9658 -0.0772 -1.8987 0.19

---

# 7
20
Properties=species:S:1:pos:R:3:nbo_charge:R:1 method="wB97M-V/def2-TZVPD" s_squared=0.750 homo_energy_ev="0.770 / -5.779" charge=-1 gap_ev="2.5 / 9.1" spin_multiplicity=2 e_above_lowest_kj_mol=37.8
C -0.8293 -1.2415 1.1975 -0.63
C -0.6361 -0.8473 -0.2617 -0.12
C 0.8506 -0.8530 -0.6649 -0.55
S 1.2501 0.3135 -2.0186 -0.24
N -1.4616 -1.6980 -1.1394 -0.84
H -0.3428 -0.4667 1.7991 0.23
H -1.8788 -1.3157 1.4660 0.21
H -0.2540 -2.1461 1.4027 0.19
H -1.0027 0.1649 -0.4083 0.19
H 1.0565 -1.8481 -1.0691 0.20
H 1.5316 -0.7078 0.1691 0.24
H 2.2464 0.9193 -1.3100 0.13
H -1.5898 -2.5897 -0.6850 0.34
H -1.0237 -1.8355 -2.0267 0.35
H 0.9929 1.6057 0.8975 0.49
H 2.2100 2.4614 1.3276 0.45
O 1.7613 1.6298 1.4928 -1.02
H -1.4816 2.2922 0.2037 0.40
H -0.7801 3.3949 -0.5482 0.35
O -0.6190 2.7678 0.1760 -1.37

---

# 8
20
Properties=species:S:1:pos:R:3:nbo_charge:R:1 method="wB97M-V/def2-TZVPD" s_squared=0.750 homo_energy_ev="0.803 / -5.784" charge=-1 gap_ev="2.8 / 9.3" spin_multiplicity=2 e_above_lowest_kj_mol=16.6
C -1.2917 0.2367 -2.1410 -0.42
N -0.9458 -0.8943 -1.2736 -0.64
C -1.4480 -0.7241 0.0964 -0.27
C -0.7203 -1.6596 1.0473 -0.30
O 0.2242 -0.9459 1.8456 -1.08
H -0.5070 0.9981 -2.1476 0.17
H -2.1911 0.7263 -1.7714 0.19
H -1.4693 -0.1035 -3.1627 0.18
H 0.0684 -0.9687 -1.2281 0.35
H -1.3676 0.3095 0.4306 0.20
H -2.4980 -1.0456 0.0899 0.17
H -1.4183 -2.1792 1.7038 0.16
H -0.1807 -2.4032 0.4564 0.15
H 0.2998 -1.3220 2.7505 0.32
H 0.8624 0.7871 1.5004 0.50
H 0.7725 2.2990 1.8295 0.44
O 0.8101 1.6816 1.0923 -1.09
H 2.9320 1.5741 0.0026 0.49
H 2.1266 1.8394 -1.2637 0.47
O 3.0266 1.7405 -0.9425 -0.98

---

# 9
20
Properties=species:S:1:pos:R:3:nbo_charge:R:1 method="wB97M-V/def2-TZVPD" homo_energy_ev=-9.285 gap_ev=9.7 spin_multiplicity=1 smiles="C=CCN.O.O.O" e_above_lowest_kj_mol=346.7
C 0.0666 -2.5960 2.1015 -0.40
C 0.9944 -1.6853 2.5818 -0.19
C 2.4392 -1.7110 1.9604 -0.24
N 3.0559 -0.3796 2.0694 -0.85
H -1.0076 -2.4772 1.9726 0.21
H 0.4940 -3.3497 1.2840 0.18
H 0.6058 -0.6366 2.8160 0.20
H 2.2584 -2.0451 1.0257 0.18
H 3.0026 -2.3854 2.4554 0.19
H 2.5137 0.3933 2.6274 0.36
H 3.9139 -0.3115 2.6907 0.36
O -1.9114 4.3829 -4.3090 -0.93
H -0.8749 4.2895 -4.2063 0.47
H -2.1554 4.0619 -3.4633 0.46
O -0.7438 1.6424 -2.9709 -0.93
H -0.4375 0.7664 -3.3873 0.46
H -0.5804 1.2521 -2.1025 0.47
O -3.5695 0.2320 -0.7549 -0.93
H -4.0594 -0.4383 -1.3272 0.46
H -4.0046 0.9952 -1.0636 0.46

---

# 10
20
Properties=species:S:1:pos:R:3:nbo_charge:R:1 method="wB97M-V/def2-TZVPD" homo_energy_ev=-8.243 gap_ev=8.1 spin_multiplicity=1 smiles="C=CNC.O.O.O" e_above_lowest_kj_mol=182.6
C -1.6583 0.0353 1.5731 -0.49
C -1.1092 -0.7120 2.5257 0.00
N -0.4112 -1.9065 2.1471 -0.63
C 0.1889 -2.6030 3.2611 -0.41
H -1.3778 -0.0852 0.5235 0.18
H -1.9962 1.0563 1.8198 0.20
H -1.3632 -0.6534 3.6040 0.19
H 0.3085 -1.6727 1.4484 0.38
H -0.5337 -2.8845 4.0970 0.19
H 0.5138 -3.5627 2.8779 0.21
H 0.9857 -2.0194 3.6904 0.17
O 1.8278 3.7453 -3.2084 -0.93
H 2.7611 3.8368 -3.4522 0.47
H 1.7374 2.7976 -3.0442 0.46
O -1.2171 1.9932 -3.6949 -0.94
H -0.4175 1.4830 -3.8653 0.47
H -1.1255 2.5528 -2.9159 0.48
O 1.3825 -1.4626 -0.8433 -0.93
H 1.6487 -0.5334 -0.7545 0.46
H 0.5664 -1.3341 -1.3488 0.47